# C10H10NO2S

A gas-phase ion, C10H10NO2S (charge +1) in a non-equilibrium geometry (ωB97M-V with the def2-TZVPD basis set, the OMol25 dataset).

```
! wB97M-V def2-TZVPD RIJCOSX def2/J DEFGRID3
* xyz 1 1
C 2.326 -0.520 1.290
C 1.788 -1.150 2.410
C 1.506 -0.072 0.229
C 0.423 -1.337 2.434
C 0.155 -0.110 0.282
C -0.351 -0.827 1.376
C -2.007 0.278 -0.484
C -2.006 -2.141 -0.323
C 0.199 2.603 -1.487
C -0.256 1.073 -1.854
N -0.744 0.277 -0.737
O -3.031 0.533 -0.992
O -0.972 -2.476 -0.738
S -2.101 -0.987 1.161
H 3.303 -0.182 1.089
H 2.505 -1.402 3.193
H 1.920 0.467 -0.576
H -0.023 -1.965 3.254
H -3.014 -2.432 -0.590
H -0.050 2.574 -0.399
H 1.241 2.825 -1.581
H -0.456 3.393 -1.954
H 0.559 0.444 -2.244
H -0.914 1.134 -2.758
*
```

Summary:
Kohn-Sham gap: 9.21 eV
E_tot: -26943.67115 eV
energy relative to the best compared isomer or geometry (same formula, charge and spin): 7.01 kcal/mol

---

# C10H10NO3S

A molecular structure, C10H10NO3S in a non-equilibrium geometry (ωB97M-V with the def2-TZVPD basis set, the OMol25 dataset).

```
! wB97M-V def2-TZVPD RIJCOSX def2/J DEFGRID3
* xyz -1 1
C 2.914 -1.502 0.761
C 1.706 -2.153 1.173
C 2.922 -0.243 0.157
C 0.539 -1.398 1.139
C 1.750 0.474 0.101
C 0.610 -0.088 0.675
C -5.648 -0.096 0.255
C -1.279 0.359 -2.150
C -0.642 0.733 0.851
C -1.933 0.378 -0.841
N -3.106 0.024 -0.690
O -5.912 -0.389 -0.851
O -6.066 0.241 1.299
O -3.819 -0.159 0.368
S -0.652 2.447 1.175
H 3.787 -2.126 0.718
H 1.715 -3.201 1.486
H 3.794 0.191 -0.262
H -0.461 -1.805 1.568
H 1.977 1.446 -0.233
H -0.709 -0.535 -2.305
H -1.991 0.227 -2.961
H -0.762 1.294 -2.261
H -1.364 0.328 1.528
H -1.776 2.721 0.521
*
```

Summary:
Kohn-Sham gap (spin up / spin down): 6.72 / 6.72 eV
E_tot: -28997.64404 eV
energy relative to the best compared isomer or geometry (same formula, charge and spin): 77.69 kcal/mol

---

# C10H11BrN2O2

C10H11BrN2O2 in the gas phase in a non-equilibrium geometry (ωB97M-V with the def2-TZVPD basis set, the OMol25 dataset).

```
! wB97M-V def2-TZVPD RIJCOSX def2/J DEFGRID3
* xyz 0 1
C -1.051 -3.522 -0.965
O -0.192 -2.493 -1.137
C -0.134 -1.532 -0.138
O -0.606 -1.929 1.074
N -1.771 -1.283 0.519
N -1.822 0.034 0.834
C -0.550 0.823 1.032
C -0.972 2.238 1.350
C -0.259 3.235 0.998
Br -0.961 5.078 1.485
C 0.928 3.157 0.078
C 1.319 1.941 -0.377
C 0.532 0.753 -0.042
C 0.936 -0.471 -0.380
C 2.021 -0.877 -1.281
H -0.631 -4.061 -0.121
H -1.092 -4.133 -1.837
H -1.978 -3.047 -0.688
H -2.403 0.261 1.703
H 0.034 0.527 1.891
H -1.935 2.351 1.957
H 1.309 4.076 -0.345
H 2.179 1.855 -1.102
H 3.075 -0.914 -0.735
H 2.182 -0.220 -2.082
H 1.842 -1.846 -1.693
*
```

Summary:
Kohn-Sham gap: 7.99 eV
E_tot: -87659.33817 eV
energy relative to the best compared isomer or geometry (same formula, charge and spin): 168.39 kcal/mol
SMILES: CO[C@]12ON1N[C@@H]1C=C(Br)C=CC1=C2C

---

# C10H11BrSi

2 unconnected molecules or ions with the total composition C10H11BrSi in a non-equilibrium geometry (ωB97M-V with the def2-TZVPD basis set, the OMol25 dataset).

```
! wB97M-V def2-TZVPD RIJCOSX def2/J DEFGRID3
* xyz 0 1
C -3.279 2.030 0.186
C -2.346 2.458 -0.750
C -2.915 1.138 1.189
C -1.062 1.900 -0.728
C -1.671 0.597 1.168
C -0.781 0.924 0.203
C 2.576 -0.071 -2.454
C 1.528 -2.222 2.166
C 1.681 -0.357 -1.559
C 2.364 -1.705 1.256
Si 1.705 -0.141 0.268
Br 3.104 1.571 0.410
H -3.978 2.846 0.316
H -2.667 3.116 -1.538
H -3.500 0.692 1.937
H -0.338 2.002 -1.534
H -1.540 -0.248 1.780
H 2.489 -0.265 -3.539
H 3.359 0.675 -2.346
H 1.918 -2.970 2.846
H 0.580 -1.733 2.313
H 0.725 -0.965 -1.864
H 3.394 -2.010 1.384
*
```

Summary:
Kohn-Sham gap: 8.42 eV
E_tot: -88464.82949 eV
energy relative to the best compared isomer or geometry (same formula, charge and spin): 59.62 kcal/mol

---

# C10H11Cl3GeO2PdS4Sb

A molecular structure, C10H11Cl3GeO2PdS4Sb (ωB97M-V with the def2-TZVPD basis set, the OMol25 dataset).

```
! wB97M-V def2-TZVPD RIJCOSX def2/J DEFGRID3
* xyz -2 4
Pd 0.144 0.034 -0.209
S -3.753 -2.763 1.326
Sb -1.490 -2.497 1.095
S -0.298 -0.737 2.123
S -0.412 -2.279 -0.980
S -1.306 -4.622 2.133
C -4.488 6.686 -2.430
C -3.594 5.532 -2.049
C -4.128 4.298 -1.705
C -3.314 3.216 -1.378
C -3.912 1.883 -1.009
C -1.932 3.394 -1.391
C -1.368 4.629 -1.717
C 0.128 4.803 -1.703
C -2.212 5.681 -2.049
C -1.052 2.230 -1.031
O -1.034 1.234 -1.804
O -0.392 2.284 0.037
H -5.528 6.476 -2.178
H -4.437 6.881 -3.505
H -4.190 7.601 -1.915
H -5.206 4.171 -1.691
H -5.000 1.938 -0.966
H -3.549 1.546 -0.035
H -3.626 1.118 -1.731
H 0.525 4.617 -0.705
H 0.411 5.810 -2.014
H 0.609 4.084 -2.368
H -1.781 6.644 -2.310
Cl 4.544 0.955 -2.786
Ge 2.889 1.815 -1.458
Cl 4.286 2.984 -0.089
Cl 2.677 -0.074 -0.074
*
```

Summary:
Kohn-Sham gap (spin up / spin down): 6.70 / 6.21 eV
E_tot: -162092.67435 eV
energy relative to the best compared isomer or geometry (same formula, charge and spin): 8.83 kcal/mol
⟨S²⟩: 3.766

---

# C10H11Cl3N5O2PtSi

A molecular structure, C10H11Cl3N5O2PtSi in a non-equilibrium geometry (ωB97M-V with the def2-TZVPD basis set, the OMol25 dataset).

```
! wB97M-V def2-TZVPD RIJCOSX def2/J DEFGRID3
* xyz -1 5
Pt 0.000 0.000 0.000
N 1.552 -0.005 1.338
N 1.232 0.859 2.357
C 0.047 1.508 2.304
O -0.285 2.286 3.183
O -0.741 1.273 1.267
H 1.709 -0.983 1.700
H 2.442 0.286 0.854
H 1.883 1.006 3.142
Cl -2.501 -0.888 2.726
Si -0.937 -1.622 1.622
Cl -1.669 -3.333 0.762
Cl 0.414 -2.282 3.016
N 1.514 0.000 -1.313
C 2.267 -0.358 -2.121
N 3.188 -0.849 -3.134
C 4.129 0.199 -3.493
N 4.900 1.008 -3.810
C -0.801 1.387 -1.387
C -2.094 0.846 -1.006
C -2.742 1.315 0.141
C -4.008 0.832 0.481
C -4.634 -0.117 -0.325
C -3.993 -0.588 -1.470
C -2.726 -0.108 -1.809
H -0.512 2.415 -1.082
H -0.368 1.183 -2.390
H -2.270 2.060 0.776
H -4.507 1.202 1.373
H -5.621 -0.487 -0.063
H -4.481 -1.325 -2.102
H -2.243 -0.479 -2.710
H -0.649 -1.124 -1.124
*
```

Summary:
Kohn-Sham gap (spin up / spin down): 4.67 / 6.68 eV
E_tot: -70783.12933 eV
⟨S²⟩: 6.039

---

# C10H11Cl6FeSc

A molecular structure, C10H11Cl6FeSc in a non-equilibrium geometry (ωB97M-V with the def2-TZVPD basis set, the OMol25 dataset).

```
! wB97M-V def2-TZVPD RIJCOSX def2/J DEFGRID3
* xyz -1 6
Sc -0.827 0.072 -0.040
Cl 1.086 -1.334 -0.297
C -0.461 1.740 -1.255
H -1.333 2.410 -1.195
H -0.314 1.403 -2.292
H 0.443 2.262 -0.911
Fe 1.290 -2.780 -1.968
C 2.309 -2.361 -3.542
C 1.793 -4.462 -1.193
C 0.235 -3.723 -3.009
H 1.094 -4.626 -0.354
H 1.744 -5.315 -1.886
H 2.813 -4.373 -0.781
H 1.828 -1.467 -3.981
H 3.348 -2.126 -3.255
H 2.294 -3.191 -4.268
H 0.132 -3.490 -4.093
H -0.202 -4.696 -2.692
Cl -2.991 0.430 1.134
C -1.717 1.090 2.274
C -0.403 0.836 1.922
C 0.641 1.296 2.729
Cl 2.258 1.028 2.205
C 0.357 1.990 3.925
Cl 1.637 2.489 4.945
C -0.996 2.256 4.275
Cl -1.356 3.141 5.688
C -2.049 1.800 3.440
Cl -3.686 2.148 3.800
*
```

Summary:
Kohn-Sham gap (spin up / spin down): 4.35 / 7.49 eV
E_tot: -140766.62344 eV
energy relative to the best compared isomer or geometry (same formula, charge and spin): 6.13 kcal/mol
⟨S²⟩: 8.816

---

# C10H11ClF5LuOPb

A molecular structure, C10H11ClF5LuOPb in a non-equilibrium geometry (ωB97M-V with the def2-TZVPD basis set, the OMol25 dataset).

```
! wB97M-V def2-TZVPD RIJCOSX def2/J DEFGRID3
* xyz -2 1
Lu 0.020 -1.319 -3.299
Cl 0.464 1.164 -2.810
C -1.065 -0.288 -5.100
C 1.953 -1.091 -4.526
H -0.778 -0.671 -6.089
H -2.151 -0.187 -5.213
H -0.687 0.732 -5.133
H 1.931 -1.421 -5.569
H 2.950 -1.425 -4.252
H 2.082 -0.017 -4.662
Pb 0.359 0.263 -0.259
C -1.680 1.178 -0.630
C -0.423 -1.771 -1.087
H -2.167 0.564 -1.425
H -2.241 1.058 0.319
H -1.631 2.237 -0.939
H 0.045 -2.588 -0.482
H -1.485 -1.815 -0.768
F 0.262 -0.158 6.966
C 0.284 0.130 5.658
C -0.109 1.387 5.227
F -0.559 2.301 6.103
C -0.094 1.678 3.893
F -0.537 2.850 3.434
C 0.386 0.742 2.963
O 0.600 1.208 1.781
C 0.844 -0.526 3.405
F 1.250 -1.465 2.509
C 0.853 -0.785 4.757
F 1.324 -1.964 5.228
*
```

Summary:
Kohn-Sham gap: 4.43 eV
E_tot: -77570.34746 eV